Record 1
C7H10N2 | ωB97M-V/def2-TZVPD

Values from the calculation:
E_HOMO (alpha / beta) = -0.1822 / -0.3350 Ha
energy relative to the best compared isomer or geometry (same formula, charge and spin) = 97.93 kcal per mole
multiplicity = 3
M = 122.171 g mol⁻¹
HOMO-LUMO gap (alpha / beta) = 5.946 / 7.282 eV
electronic energy = -10392.213 eV

Last column: Löwdin charge in e.
CARTESIAN COORDINATES (ANGSTROEM)
C1 0.11 -1.76 -2.08  -0.089
C2 0.11 -2.08 -0.75  -0.041
C3 -0.06 -0.41 -2.19  -0.095
C4 -0.27 -0.90 -0.05  -0.130
C5 0.76 0.74 1.68  -0.152
C6 0.95 0.88 3.17  -0.130
C7 -0.86 1.42 -0.91  -0.056
N1 -0.35 0.10 -0.97  -0.169
N2 -0.03 1.58 2.20  0.083
H1 0.44 -2.46 -2.88  0.123
H2 0.08 -2.98 -0.24  0.086
H3 -0.25 -0.02 -3.15  0.113
H4 0.82 -0.05 0.94  0.058
H5 -0.94 -1.05 0.57  0.048
H6 0.57 0.27 3.99  0.078
H7 1.81 1.35 3.40  0.019
H8 -1.87 1.73 -1.44  0.125
H9 -0.99 1.62 0.09  0.020
H10 -0.03 2.02 -1.39  0.110

---

Record 2
C7H10N2 | ωB97M-V/def2-TZVPD

Values from the calculation:
total charge = +2
structure (SMILES) = CC(C)c1[n+]#ccc[nH+]1
E_HOMO = -0.7234 Ha
energy relative to the best compared isomer or geometry (same formula, charge and spin) = 55.65 kcal per mole
M = 122.171 g mol⁻¹
HOMO-LUMO gap = 7.302 eV
electronic energy = -10378.153 eV

Last column: Löwdin charge in e.
CARTESIAN COORDINATES (ANGSTROEM)
C1 -2.69 0.48 -0.92  0.250
C2 -2.91 1.82 -1.00  0.127
C3 -1.74 2.45 -0.42  0.126
C4 -0.54 0.34 -0.21  -0.143
C5 0.41 -0.98 1.51  0.018
C6 1.28 -1.40 -0.96  0.036
C7 0.68 -0.38 0.05  -0.296
N1 -1.70 -0.21 -0.67  0.329
N2 -0.66 1.72 -0.04  0.223
H1 -3.86 2.35 -1.36  0.194
H2 -1.69 3.45 -0.31  0.136
H3 -0.60 -1.47 1.56  0.112
H4 0.44 -0.17 2.32  0.133
H5 0.98 -1.81 1.56  0.051
H6 0.45 -1.85 -1.36  0.068
H7 2.04 -1.95 -0.51  0.088
H8 1.86 -0.76 -1.61  0.105
H9 1.58 0.35 0.36  0.202
H10 0.21 2.13 0.41  0.241

---

Record 3
C7H10N2O | ωB97M-V/def2-TZVPD

Values from the calculation:
structure (SMILES) = CC1(C)C[C@@]1(C#N)C(N)=O
E_HOMO = -0.3691 Ha
energy relative to the best compared isomer or geometry (same formula, charge and spin) = 52.42 kcal per mole
M = 138.170 g mol⁻¹
HOMO-LUMO gap = 10.781 eV
electronic energy = -12447.175 eV

Last column: Löwdin charge in e.
CARTESIAN COORDINATES (ANGSTROEM)
C1 1.55 1.77 0.29  -0.194
C2 2.10 -0.81 0.05  -0.430
C3 -0.04 0.29 1.60  -0.010
C4 1.04 0.42 0.54  -0.211
C5 -0.41 0.11 0.15  -0.438
C6 -0.75 -1.36 -0.23  -0.020
C7 -1.28 1.29 -0.20  -0.044
N1 1.85 2.86 0.08  0.164
N2 3.09 -0.37 -0.77  0.174
O1 2.00 -1.92 0.48  0.085
H1 0.11 -0.60 2.23  0.131
H2 -0.30 1.17 2.01  0.080
H3 -1.84 -1.53 -0.44  0.094
H4 -0.27 -2.00 0.47  0.050
H5 -0.32 -1.60 -1.28  0.110
H6 -1.47 1.23 -1.34  0.116
H7 -0.85 2.18 -0.03  0.021
H8 -2.30 1.19 0.31  0.121
H9 2.93 0.21 -1.55  0.099
H10 3.87 -0.97 -0.92  0.104

---

Record 4
C7H10N2O2 | ωB97M-V/def2-TZVPD

Values from the calculation:
E_HOMO (alpha / beta) = -0.3289 / -0.3208 Ha
energy relative to the best compared isomer or geometry (same formula, charge and spin) = 118.16 kcal per mole
M = 154.169 g mol⁻¹
HOMO-LUMO gap (alpha / beta) = 7.728 / 7.656 eV
electronic energy = -14491.933 eV

Last column: Löwdin charge in e.
CARTESIAN COORDINATES (ANGSTROEM)
C1 -2.63 1.13 0.95  -0.114
C2 -2.44 0.15 0.05  -0.353
C3 -0.48 0.96 0.76  -0.108
C4 2.41 -0.42 1.01  -0.526
C5 -3.42 -0.77 -0.59  -0.053
C6 2.46 0.58 -1.39  -0.113
C7 2.75 0.64 0.06  -0.031
N1 -1.02 0.05 -0.06  0.060
N2 -1.38 1.66 1.40  0.041
O1 2.97 -0.28 2.23  0.083
O2 1.89 -1.55 0.71  -0.003
H1 -3.54 1.48 1.36  0.092
H2 -3.24 -1.80 -0.30  0.065
H3 -4.47 -0.43 -0.29  0.108
H4 -3.17 -0.62 -1.73  0.113
H5 2.05 -0.55 -1.59  0.123
H6 1.67 1.28 -1.71  0.077
H7 3.37 0.79 -2.02  0.090
H8 3.28 1.51 0.50  0.123
H9 -0.45 -0.61 -0.74  0.193
H10 2.67 -0.99 2.83  0.134